(1)
{"formula": "C4H12N2S", "method": "ωB97M-V with the def2-TZVPD basis set", "symbols": ["H", "N", "C", "N", "H", "H", "H", "C", "C", "C", "S", "H", "H", "H", "H", "H", "H", "H", "H"], "xyz": [[-0.470, -1.231, 0.737], [-0.352, -2.135, 0.285], [0.888, -2.288, 0.152], [1.542, -3.444, -0.322], [1.602, -1.447, 0.190], [2.228, -3.834, 0.310], [2.073, -3.272, -1.166], [-2.090, 1.938, -1.637], [-0.876, 1.231, -1.031], [-0.833, 1.499, 0.491], [0.888, 1.298, 1.051], [-2.178, 1.658, -2.687], [-2.049, 3.021, -1.532], [-3.025, 1.627, -1.157], [-0.836, 0.162, -1.218], [0.016, 1.679, -1.485], [-1.483, 0.812, 1.037], [-1.213, 2.504, 0.640], [0.622, 1.558, 2.345]], "forces_ev_per_a": [[-0.2258, 0.3333, -0.3763], [0.1376, -0.7916, 0.7900], [1.3847, 1.1248, -0.9562], [-0.4296, -1.4158, -0.5054], [-0.4181, 0.2062, 0.7759], [-0.2324, 0.1478, 0.4381], [-0.1542, 0.3135, -0.1564], [-0.3706, -0.8397, -0.0854], [0.0144, 0.8749, 0.6115], [0.0281, -0.3028, -0.7422], [-0.3825, 0.2411, 0.3925], [-0.0533, 0.2700, -0.0821], [0.2631, 0.0255, -0.1015], [0.1245, -0.0868, 0.0177], [-0.2067, -0.1013, -0.1868], [0.0171, -0.1553, 0.0701], [0.0256, 0.0239, -0.1109], [0.2581, 0.2160, 0.3130], [0.2203, -0.0838, -0.1055]], "homo_energy_ev": -9.2, "spin_multiplicity": 1, "smiles": "[H]/N=C/N.CCCS", "fmax_ha_per_bohr": 0.039, "charge": 0, "e_tot_ev": -18157.1168, "lumo_ev": 0.73}

---

(2)
{"formula": "C30H50IrP4Se", "method": "ωB97M-V with the def2-TZVPD basis set", "symbols": ["Ir", "P", "P", "P", "H", "C", "C", "H", "C", "C", "C", "C", "C", "C", "C", "C", "C", "H", "H", "H", "H", "H", "H", "H", "H", "H", "H", "H", "H", "H", "H", "H", "H", "H", "H", "H", "H", "H", "H", "H", "H", "H", "H", "H", "H", "H", "C", "C", "C", "C", "C", "C", "Se", "H", "H", "H", "H", "H", "H", "C", "P", "C", "C", "C", "C", "C", "C", "C", "C", "C", "C", "C", "C", "H", "H", "H", "H", "H", "H", "H", "H", "H", "H", "H", "H", "H"], "xyz": [[-0.522, -0.944, -0.494], [-1.990, -1.372, 1.230], [0.806, -2.580, -0.709], [-2.196, -1.408, -2.047], [0.077, 1.767, -1.522], [-1.028, 1.684, -1.512], [-1.822, 2.212, -0.562], [-1.388, 2.736, 0.282], [-1.591, -0.835, 2.950], [-2.145, -3.173, 1.589], [-3.677, -0.669, 1.080], [2.162, -2.477, -1.928], [1.745, -2.814, 0.844], [0.010, -4.196, -1.001], [-3.524, -0.171, -2.355], [-3.276, -2.857, -1.622], [-1.659, -1.969, -3.723], [-1.385, 1.339, -2.501], [-2.873, 1.940, -0.512], [-1.871, 0.200, 3.109], [-0.510, -0.978, 3.145], [-2.151, -1.496, 3.624], [-1.152, -3.612, 1.741], [-2.700, -3.701, 0.814], [-2.695, -3.227, 2.534], [-3.597, 0.396, 0.847], [-4.135, -0.790, 2.062], [-4.279, -1.193, 0.331], [2.919, -3.228, -1.662], [2.607, -1.481, -1.901], [1.792, -2.660, -2.944], [2.482, -3.606, 0.669], [1.088, -3.100, 1.676], [2.269, -1.886, 1.114], [0.800, -4.964, -0.968], [-0.480, -4.241, -1.988], [-0.731, -4.434, -0.230], [-4.307, -0.622, -2.980], [-3.154, 0.717, -2.870], [-3.987, 0.142, -1.417], [-3.979, -3.025, -2.450], [-3.864, -2.695, -0.718], [-2.677, -3.764, -1.501], [-2.505, -2.341, -4.308], [-0.914, -2.758, -3.628], [-1.198, -1.128, -4.263], [1.142, 1.714, -4.704], [0.648, 2.987, -4.329], [0.905, 4.080, -5.151], [1.647, 3.952, -6.313], [2.094, 2.676, -6.711], [1.837, 1.562, -5.936], [0.851, 0.216, -3.710], [-0.065, -0.394, 1.176], [0.065, 3.056, -3.409], [0.497, 5.035, -4.834], [1.882, 4.820, -6.923], [2.641, 2.558, -7.631], [2.137, 0.546, -6.209], [1.821, 1.996, 0.729], [1.026, 0.831, 1.830], [0.241, 2.059, 2.979], [-1.098, 2.491, 2.858], [-1.568, 3.457, 3.756], [-0.691, 4.063, 4.664], [0.660, 3.715, 4.698], [1.130, 2.692, 3.858], [2.377, 0.115, 2.865], [2.147, -0.987, 3.728], [3.194, -1.464, 4.525], [4.460, -0.854, 4.482], [4.670, 0.277, 3.681], [3.627, 0.757, 2.871], [1.058, 2.626, 0.257], [2.366, 1.433, -0.026], [2.503, 2.653, 1.285], [-1.767, 2.102, 2.081], [-2.620, 3.717, 3.742], [-1.069, 4.825, 5.343], [1.361, 4.209, 5.367], [2.177, 2.390, 3.867], [1.170, -1.486, 3.766], [3.032, -2.327, 5.164], [5.290, -1.259, 5.070], [5.625, 0.780, 3.664], [3.805, 1.642, 2.253]], "forces_ev_per_a": [[-2.6395, 3.3014, 0.2722], [-0.2955, -0.7446, 1.0204], [1.5442, -2.1718, 0.7608], [-1.0790, -1.2544, -0.6532], [-0.6633, 0.4581, 0.4160], [0.5772, 0.4082, -0.8788], [0.7390, -1.3352, -0.1146], [-0.0802, -0.0179, -0.0796], [0.3597, -0.5579, -0.2838], [-0.3738, 0.5156, 0.0487], [0.2003, -0.4562, 0.1422], [-0.1511, -0.1985, -0.1573], [0.1887, -0.2895, -0.2567], [0.4601, -0.3198, -0.2948], [0.0285, -0.0283, -0.3247], [0.1855, 0.0543, -0.2375], [-0.1443, 0.6219, 0.0373], [-0.1972, -0.0741, 1.0054], [-0.0111, 0.7273, -0.3631], [0.0776, 0.0156, 0.1580], [-0.7700, 0.1375, 0.0244], [0.0982, 0.3546, -0.0756], [-0.2573, 0.1389, -0.0688], [0.1902, -0.0702, 0.1302], [0.0017, -0.2597, -0.2107], [-0.0881, -0.1800, 0.0719], [-0.2161, 0.0710, -0.0588], [0.0890, 0.3320, 0.2699], [-0.1204, 0.1736, -0.2420], [0.1010, -0.1022, 0.1196], [0.1028, -0.0871, 0.1959], [-0.0426, 0.0738, 0.2923], [0.1533, 0.0701, -0.2623], [-0.1244, -0.3360, -0.1427], [-0.3334, 0.1387, -0.0771], [0.2619, 0.0379, 0.3666], [0.2565, 0.1650, -0.1817], [0.2503, 0.0363, 0.1349], [-0.1395, -0.1266, 0.0169], [0.1233, -0.0861, -0.1335], [0.2002, 0.0969, 0.1712], [0.1478, -0.0667, -0.2168], [-0.0999, 0.1612, -0.0076], [0.0820, 0.0703, 0.1006], [-0.0147, -0.0270, 0.0399], [-0.3681, -0.4002, 0.0263], [-0.0158, 0.2991, -0.5371], [-0.0052, 0.2899, -0.1466], [-0.8217, -0.1922, 1.5016], [0.3420, -0.5277, -0.3939], [-0.0129, -0.4903, 0.1921], [0.1780, -0.0365, -0.1277], [0.4229, 0.3576, -0.0196], [1.2260, 0.6335, -0.5120], [0.1976, 0.3646, -0.3500], [0.1738, -0.0125, -0.1968], [-0.0969, -0.1252, 0.0811], [0.0745, 0.0181, -0.1492], [0.1391, 0.5098, -0.2563], [0.1237, 0.0078, -0.8983], [0.1179, 0.6675, 2.2018], [-0.2418, -0.0440, -0.6035], [0.4457, 0.1425, 0.6020], [0.3941, -0.2480, -0.2550], [0.0043, -0.0970, -0.0302], [-0.0387, -0.4483, -0.4881], [-0.5757, 0.2334, 0.2203], [-0.1900, -0.3155, -0.0098], [0.4590, 0.3352, -0.2670], [0.0511, 0.3030, -0.3693], [-0.1595, 0.2484, -0.2121], [-0.8403, -0.4219, -0.0815], [0.2343, -0.3649, 0.0751], [0.1670, -0.1430, 0.1125], [0.2323, 0.1976, -0.2345], [-0.3267, -0.2338, -0.1507], [0.2635, -0.0547, 0.6023], [0.1233, 0.1749, -0.0075], [0.0744, -0.1624, -0.1317], [-0.2398, -0.0473, -0.0713], [-0.3770, 0.1908, 0.2770], [0.5477, 0.2028, 0.0364], [0.0087, 0.1450, -0.0594], [-0.4099, 0.1728, -0.1527], [0.0718, -0.0276, 0.0387], [0.0699, -0.4717, 0.2708]], "homo_energy_ev": [-14.7, -16.2], "spin_multiplicity": 5, "fmax_ha_per_bohr": 0.082, "charge": 3, "e_tot_ev": -137233.7714, "lumo_ev": [-7.99, -11.60]}

---

(3)
{"formula": "C4H3BF3O4", "method": "ωB97M-V with the def2-TZVPD basis set", "symbols": ["C", "B", "O", "C", "O", "C", "O", "O", "C", "F", "F", "F", "H", "H", "H"], "xyz": [[-0.619, 0.420, 0.299], [-0.270, -1.155, 0.253], [0.780, -1.729, 0.707], [2.139, -2.007, 0.821], [2.618, -2.208, 1.900], [2.816, -1.769, -0.593], [2.477, -2.501, -1.473], [3.547, -0.795, -0.517], [-1.548, -2.205, -0.254], [-1.906, -3.187, 0.644], [-1.360, -2.843, -1.427], [-2.692, -1.517, -0.410], [-1.036, 0.692, -0.727], [0.246, 1.068, 0.591], [-1.329, 0.638, 1.033]], "forces_ev_per_a": [[1.7566, -0.4583, -2.1482], [-2.6850, 0.8105, -0.4858], [1.1704, -1.3505, 0.9425], [0.8736, 0.6527, 0.3802], [-0.6352, -0.1975, -0.6815], [0.0888, 0.7070, 2.4511], [-0.9173, -2.0187, -2.4060], [1.0187, 1.2629, -0.0790], [0.4010, 0.1094, 0.5801], [0.7080, 0.2965, -0.0984], [0.3877, 0.0142, -0.0051], [-0.6118, 0.7342, -0.1849], [0.5125, 0.0024, 1.3628], [-0.4272, -0.6672, -0.6898], [-1.6408, 0.1024, 1.0620]], "homo_energy_ev": -5.0, "spin_multiplicity": 1, "smiles": "CB(OC(=O)C(=O)[O-])C(F)(F)F", "fmax_ha_per_bohr": 0.064, "charge": -1, "e_tot_ev": -21218.7121, "lumo_ev": 3.21}

---

(4)
{"formula": "C20H19Cl2NO2SiW", "method": "ωB97M-V with the def2-TZVPD basis set", "symbols": ["W", "Cl", "C", "C", "C", "Cl", "C", "O", "C", "C", "O", "C", "H", "H", "H", "C", "C", "C", "N", "C", "C", "H", "H", "H", "H", "H", "C", "Si", "C", "C", "C", "C", "C", "C", "C", "H", "H", "H", "H", "H", "H", "H", "H", "H", "H", "H"], "xyz": [[-0.718, 0.063, -0.319], [-3.466, -4.451, 4.869], [-2.722, -3.276, 3.866], [-1.761, -2.417, 4.403], [-1.147, -1.461, 3.615], [0.040, -0.411, 4.283], [-1.476, -1.338, 2.267], [-0.875, -0.389, 1.534], [-2.444, -2.207, 1.728], [-2.860, -2.106, 0.369], [-2.392, -1.325, -0.488], [-3.064, -3.174, 2.539], [-1.490, -2.497, 5.448], [-3.662, -2.771, 0.038], [-3.810, -3.835, 2.115], [-3.222, 4.106, -1.321], [-1.855, 4.172, -1.083], [-1.172, 3.016, -0.790], [-1.792, 1.813, -0.724], [-3.128, 1.757, -0.947], [-3.865, 2.876, -1.250], [-3.781, 5.002, -1.557], [-1.321, 5.110, -1.125], [-0.109, 3.019, -0.596], [-3.585, 0.779, -0.888], [-4.926, 2.783, -1.427], [-0.260, -0.850, -2.202], [1.716, 0.146, -0.302], [1.527, -1.673, 0.208], [3.393, 0.465, -0.870], [4.331, -0.570, -1.036], [5.596, -0.282, -1.506], [5.947, 1.033, -1.801], [5.036, 2.070, -1.632], [3.763, 1.790, -1.173], [0.014, -1.905, -2.176], [0.497, -0.337, -2.806], [-1.208, -0.794, -2.753], [1.982, -2.329, -0.537], [0.514, -2.063, 0.369], [2.043, -1.809, 1.165], [4.073, -1.592, -0.795], [6.318, -1.076, -1.642], [6.942, 1.251, -2.164], [5.323, 3.087, -1.859], [3.054, 2.599, -1.045]], "forces_ev_per_a": [[-0.2370, 0.2212, -0.0167], [0.0037, 0.0004, 0.0064], [0.0280, 0.0141, 0.0289], [-0.0317, -0.0293, -0.0206], [0.1300, 0.1159, 0.0230], [-0.0281, -0.0389, 0.0114], [-0.0581, -0.0485, 0.0053], [-0.0346, -0.0970, 0.0099], [0.0065, 0.0327, 0.0408], [0.0011, -0.0718, -0.0128], [0.0496, 0.2720, 0.0546], [-0.0400, -0.0281, -0.0643], [-0.0018, -0.0008, -0.0008], [-0.0066, 0.0190, -0.0189], [0.0028, 0.0045, 0.0080], [0.0382, -0.0449, 0.0123], [-0.0633, 0.0635, -0.0185], [0.0837, -0.0352, 0.0312], [-0.0452, -0.0250, -0.0420], [-0.0113, -0.1170, -0.0590], [-0.0223, 0.0691, 0.0181], [0.0036, 0.0007, 0.0007], [0.0070, -0.0065, 0.0028], [0.0049, -0.0101, 0.0023], [0.0029, -0.0014, -0.0112], [0.0023, -0.0048, 0.0023], [0.0541, -0.0058, -0.0387], [0.0537, -0.7098, -0.1596], [0.1251, 0.0269, 0.0744], [-0.0470, 0.3972, 0.0264], [-0.0004, 0.0358, 0.0553], [0.0254, -0.0102, -0.0052], [-0.0229, -0.0200, 0.0103], [0.0092, 0.0269, -0.0079], [0.0301, -0.0286, -0.0451], [-0.0378, -0.0152, 0.0749], [0.0246, -0.0009, 0.0323], [-0.0174, 0.0266, 0.0379], [0.0252, 0.0288, -0.0189], [-0.0131, -0.0035, -0.0274], [-0.0077, 0.0091, 0.0059], [0.0225, -0.0130, -0.0110], [-0.0042, 0.0009, 0.0037], [-0.0008, 0.0024, 0.0004], [-0.0046, -0.0031, -0.0006], [0.0016, 0.0015, -0.0003]], "homo_energy_ev": [-14.4, -14.5], "spin_multiplicity": 3, "fmax_ha_per_bohr": 0.014, "charge": 2, "e_tot_ev": -61365.0407, "lumo_ev": [-7.50, -7.68]}